C48H137N20O13P5 | ωB97M-V/def2-TZVPD

highest occupied orbital energy: -8.52 eV
relative energy (zero: lowest compared OMol25 entry of this formula, charge and spin): 82.8 kJ/mol
LUMO energy: 0.39 eV
total charge: 0
Kohn-Sham gap: 0.3277 Ha

Last columns: bonded neighbours and bond lengths (Å).
Geometry (Å):
1 C 3.67551 0.89167 -3.70262  C2 1.500, H6 1.118, H7 1.117, H8 1.084
2 C 4.54885 0.88712 -2.48250  C1 1.500, O3 1.218, N4 1.327
3 O 4.09887 1.41733 -1.48196  C2 1.218
4 N 5.77677 0.38548 -2.52981  C2 1.327, C5 1.463, H9 1.044
5 C 6.76685 0.61173 -1.47609  N4 1.463, H10 1.097, H11 1.091, H12 1.108
6 H 3.75175 0.02177 -4.40008  C1 1.118
7 H 3.99522 1.84514 -4.18951  C1 1.117
8 H 2.63599 0.99083 -3.41004  C1 1.084
9 H 6.10247 -0.05590 -3.41857  N4 1.044
10 H 7.33841 -0.28632 -1.21090  C5 1.097
11 H 6.11034 0.86161 -0.64127  C5 1.091
12 H 7.45193 1.43434 -1.76113  C5 1.108
13 C 1.60861 -0.69036 0.65003  C14 1.473, H18 1.079, H19 1.100, H20 1.063
14 C 0.77685 0.48274 0.32961  C13 1.473, O15 1.237, N16 1.324
15 O -0.34922 0.58300 0.83273  C14 1.237
16 N 1.29666 1.35123 -0.52393  C14 1.324, C17 1.458, H21 1.043
17 C 0.59810 2.59303 -0.83222  N16 1.458, H22 1.114, H23 1.075, H24 1.051
18 H 1.12159 -1.55215 0.21991  C13 1.079
19 H 1.67779 -0.77154 1.74522  C13 1.100
20 H 2.53340 -0.62891 0.12913  C13 1.063
21 H 2.27163 1.17938 -0.85345  N16 1.043
22 H 0.92716 2.94697 -1.83565  C17 1.114
23 H 0.90021 3.35305 -0.13484  C17 1.075
24 H -0.43448 2.43482 -0.71814  C17 1.051
25 C 2.02747 -2.90537 -2.53096  C26 1.512, H30 1.081, H31 1.106, H32 1.088
26 C 2.97875 -2.95279 -3.70467  C25 1.512, O27 1.263, N28 1.337
27 O 4.14784 -2.48148 -3.62615  C26 1.263
28 N 2.50464 -3.55926 -4.79768  C26 1.337, C29 1.422, H33 1.030
29 C 3.22078 -3.59021 -6.02548  N28 1.422, H34 1.115, H35 1.066, H36 1.059
30 H 2.55135 -2.99032 -1.58874  C25 1.081
31 H 1.15418 -3.58181 -2.58669  C25 1.106
32 H 1.56719 -1.92245 -2.45337  C25 1.088
33 H 1.51051 -3.81149 -4.70137  N28 1.030
34 H 3.94944 -4.43014 -6.10144  C29 1.115
35 H 3.86846 -2.74507 -6.07007  C29 1.066
36 H 2.57611 -3.67182 -6.86167  C29 1.059
37 C 3.40909 4.96741 -0.94344  C38 1.551, H42 1.092, H43 1.100, H44 1.056
38 C 3.28513 5.46850 0.51965  C37 1.551, O39 1.215, N40 1.329
39 O 2.46182 6.31330 0.80860  C38 1.215
40 N 4.07186 4.90141 1.42887  C38 1.329, C41 1.457, H45 1.051
41 C 5.02418 3.81991 1.21150  N40 1.457, H46 1.085, H47 1.089, H48 1.120
42 H 2.48483 4.47194 -1.24920  C37 1.092
43 H 4.14295 4.17340 -1.14671  C37 1.100
44 H 3.55016 5.82486 -1.54409  C37 1.056
45 H 3.83315 5.23618 2.39568  N40 1.051
46 H 4.47693 2.94717 0.86938  C41 1.085
47 H 5.55643 3.55628 2.12394  C41 1.089
48 H 5.89616 4.04273 0.54541  C41 1.120
49 C -0.77989 5.60533 0.11172  C50 1.457, H54 1.093, H55 1.077, H56 1.137
50 C -0.66198 6.62440 -0.92355  C49 1.457, O51 1.231, N52 1.339
51 O -1.64082 7.05926 -1.53130  C50 1.231
52 N 0.53945 7.19539 -1.07579  C50 1.339, C53 1.434, H57 1.003
53 C 0.57935 8.33037 -1.95118  N52 1.434, H58 1.114, H59 1.110, H60 1.056
54 H -1.61943 5.91720 0.73774  C49 1.093
55 H 0.15730 5.40076 0.60143  C49 1.077
56 H -1.24888 4.65091 -0.28975  C49 1.137
57 H 1.34882 6.98749 -0.52109  N52 1.003
58 H -0.08938 9.18568 -1.70045  C53 1.114
59 H 0.27849 8.03287 -2.97742  C53 1.110
60 H 1.53886 8.76370 -2.03010  C53 1.056
61 O -5.48737 -3.37995 3.39580  P62 1.454
62 P -4.06151 -3.16612 3.20963  O61 1.454, N63 1.617, N66 1.684, N69 1.749
63 N -3.24670 -3.13407 4.60627  P62 1.617, C64 1.457, C65 1.484
64 C -3.87341 -2.98130 5.91258  N63 1.457, H72 1.104, H73 1.104, H74 1.079
65 C -1.76817 -3.01018 4.62448  N63 1.484, H75 1.077, H76 1.083, H77 1.123
66 N -3.80213 -1.82496 2.22473  P62 1.684, C67 1.426, C68 1.502
67 C -4.84235 -0.92347 1.85321  N66 1.426, H78 1.082, H79 1.076, H80 1.090
68 C -2.45325 -1.30242 1.82116  N66 1.502, H81 1.097, H82 1.092, H83 1.099
69 N -3.15152 -4.37495 2.33212  P62 1.749, C70 1.452, C71 1.494
70 C -3.51936 -4.64546 0.95344  N69 1.452, H84 1.100, H85 1.087, H86 1.070
71 C -2.87919 -5.61971 3.11193  N69 1.494, H87 1.082, H88 1.089, H89 1.074
72 H -3.76518 -1.94417 6.27465  C64 1.104
73 H -3.46753 -3.71374 6.63198  C64 1.104
74 H -4.90029 -3.29070 5.79406  C64 1.079
75 H -1.42778 -1.98819 4.60713  C65 1.077
76 H -1.37613 -3.48480 3.73392  C65 1.083
77 H -1.37212 -3.56194 5.51842  C65 1.123
78 H -4.87212 0.03526 2.35450  C67 1.082
79 H -4.80174 -0.65663 0.81168  C67 1.076
80 H -5.78842 -1.43762 2.02026  C67 1.090
81 H -1.74878 -2.12942 1.97517  C68 1.097
82 H -2.41685 -1.05112 0.75919  C68 1.092
83 H -2.13382 -0.40128 2.36387  C68 1.099
84 H -4.37137 -5.33521 0.86625  C70 1.100
85 H -3.76106 -3.69858 0.47634  C70 1.087
86 H -2.65172 -5.04432 0.47073  C70 1.070
87 H -2.57930 -5.53154 4.14777  C71 1.082
88 H -2.12386 -6.19649 2.57946  C71 1.089
89 H -3.80784 -6.15873 3.14231  C71 1.074
90 O -0.54044 -3.48461 -4.56741  P91 1.531
91 P -1.55558 -2.42616 -4.12820  O90 1.531, N92 1.660, N95 1.683, N98 1.629
92 N -2.42608 -2.71694 -2.74548  P91 1.660, C93 1.453, C94 1.419
93 C -3.70364 -3.40657 -2.80257  N92 1.453, H101 1.074, H102 1.085, H103 1.101
94 C -1.58466 -2.92019 -1.62162  N92 1.419, H104 1.109, H105 1.063, H106 1.088
95 N -2.65216 -2.34194 -5.40269  P91 1.683, C96 1.449, C97 1.470
96 C -3.50430 -1.18336 -5.58234  N95 1.449, H107 1.105, H108 1.109, H109 1.054
97 C -2.86654 -3.49549 -6.28860  N95 1.470, H110 1.141, H111 1.043, H112 1.095
98 N -0.76963 -1.05065 -3.74995  P91 1.629, C99 1.438, C100 1.465
99 C -0.99600 -0.06586 -2.72730  N98 1.438, H113 1.110, H114 1.109, H115 1.078
100 C 0.19714 -0.60762 -4.75710  N98 1.465, H116 1.078, H117 1.090, H118 1.091
101 H -3.65426 -4.46287 -2.99251  C93 1.074
102 H -4.35663 -2.92956 -3.52667  C93 1.085
103 H -4.16018 -3.24463 -1.81396  C93 1.101
104 H -1.97934 -2.43682 -0.70440  C94 1.109
105 H -0.66211 -2.43993 -1.84265  C94 1.063
106 H -1.38281 -3.96240 -1.38293  C94 1.088
107 H -4.50795 -1.26847 -5.12906  C96 1.105
108 H -2.95880 -0.35626 -5.08437  C96 1.109
109 H -3.54906 -1.06768 -6.62907  C96 1.054
110 H -2.88674 -3.21071 -7.39361  C97 1.141
111 H -2.01156 -4.08542 -6.19870  C97 1.043
112 H -3.82828 -3.96030 -6.04946  C97 1.095
113 H -0.03414 0.06276 -2.18923  C99 1.110
114 H -1.24321 0.90647 -3.20009  C99 1.109
115 H -1.78124 -0.35574 -2.04721  C99 1.078
116 H 0.64742 -1.48579 -5.19163  C100 1.078
117 H 1.06734 -0.13414 -4.30364  C100 1.090
118 H -0.25391 0.02699 -5.52097  C100 1.091
119 O 1.12589 -7.18547 3.09360  P120 1.478
120 P 1.91120 -5.99747 2.69980  O119 1.478, N121 1.658, N124 1.661, N127 1.696
121 N 1.65834 -4.70287 3.70485  P120 1.658, C122 1.471, C123 1.490
122 C 2.26428 -3.39396 3.41406  N121 1.471, H130 1.086, H131 1.113, H132 1.063
123 C 1.06485 -4.95425 5.04865  N121 1.490, H133 1.101, H134 1.125, H135 1.065
124 N 1.51773 -5.42644 1.19069  P120 1.661, C125 1.483, C126 1.461
125 C 1.86247 -6.28248 0.02923  N124 1.483, H136 1.105, H137 1.094, H138 1.091
126 C 0.17890 -4.85152 1.08144  N124 1.461, H139 1.112, H140 1.113, H141 1.102
127 N 3.55939 -6.39614 2.68454  P120 1.696, C128 1.429, C129 1.408
128 C 4.75433 -5.64343 2.46587  N127 1.429, H142 1.109, H143 1.102, H144 1.105
129 C 3.85445 -7.76556 2.54647  N127 1.408, H145 1.094, H146 1.073, H147 1.109
130 H 2.59895 -3.36768 2.38086  C122 1.086
131 H 3.22663 -3.34855 3.97219  C122 1.113
132 H 1.62967 -2.58286 3.67922  C122 1.063
133 H 0.30851 -4.18066 5.25451  C123 1.101
134 H 1.85246 -5.01116 5.85005  C123 1.125
135 H 0.61309 -5.91744 5.09678  C123 1.065
136 H 1.03424 -7.00470 -0.08767  C125 1.105
137 H 2.04827 -5.68902 -0.87053  C125 1.094
138 H 2.74747 -6.87146 0.27465  C125 1.091
139 H -0.57096 -5.66945 1.00262  C126 1.112
140 H -0.03278 -4.12866 1.90110  C126 1.113
141 H 0.12394 -4.27394 0.14453  C126 1.102
142 H 5.25997 -6.04653 1.56529  C128 1.109
143 H 4.63105 -4.55166 2.38557  C128 1.102
144 H 5.49213 -5.80730 3.27229  C128 1.105
145 H 4.36879 -7.83819 1.58401  C129 1.094
146 H 2.98646 -8.39062 2.62834  C129 1.073
147 H 4.53013 -8.02783 3.38525  C129 1.109
148 O -2.86788 2.21465 -4.64095  P149 1.470
149 P -3.99539 2.36416 -3.70944  O148 1.470, N150 1.671, N153 1.710, N156 1.695
150 N -4.15996 1.35867 -2.38553  P149 1.671, C151 1.460, C152 1.464
151 C -3.55995 1.71141 -1.10182  N150 1.460, H159 1.077, H160 1.098, H161 1.111
152 C -4.54784 -0.05327 -2.38708  N150 1.464, H162 1.068, H163 1.090, H164 1.132
153 N -5.46824 2.07295 -4.52826  P149 1.710, C154 1.464, C155 1.463
154 C -5.45378 2.21903 -5.98452  N153 1.464, H165 1.092, H166 1.090, H167 1.075
155 C -6.76551 2.20246 -3.86434  N153 1.463, H168 1.091, H169 1.088, H170 1.114
156 N -3.98096 3.87508 -2.94220  P149 1.695, C157 1.476, C158 1.425
157 C -3.24560 4.98684 -3.57567  N156 1.476, H171 1.089, H172 1.123, H173 1.050
158 C -5.04462 4.37347 -2.13593  N156 1.425, H174 1.071, H175 1.089, H176 1.089
159 H -2.85565 0.98060 -0.74254  C151 1.077
160 H -4.21670 1.97724 -0.26294  C151 1.098
161 H -2.90962 2.59969 -1.25296  C151 1.111
162 H -4.78793 -0.30112 -1.37612  C152 1.068
163 H -3.81128 -0.75677 -2.77652  C152 1.090
164 H -5.44661 -0.20424 -3.05796  C152 1.132
165 H -5.37559 3.25878 -6.31011  C154 1.092
166 H -4.53807 1.76248 -6.36033  C154 1.090
167 H -6.37856 1.86596 -6.40295  C154 1.075
168 H -7.23053 3.17746 -4.02079  C155 1.091
169 H -7.39368 1.45767 -4.34748  C155 1.088
170 H -6.79157 2.09360 -2.75589  C155 1.114
171 H -3.06770 5.82333 -2.90087  C157 1.089
172 H -2.24502 4.63451 -3.94312  C157 1.123
173 H -3.86841 5.35603 -4.33616  C157 1.050
174 H -5.55615 3.63590 -1.55252  C158 1.071
175 H -5.82551 4.91321 -2.66983  C158 1.089
176 H -4.58564 5.05875 -1.42531  C158 1.089
177 O 1.06991 2.15656 6.51783  P178 1.471
178 P 0.42769 3.05083 5.54167  O177 1.471, N179 1.708, N182 1.650, N185 1.679
179 N 1.53288 4.27164 5.08695  P178 1.708, C180 1.461, C181 1.403
180 C 2.89440 4.19447 5.60981  N179 1.461, H188 1.112, H189 1.075, H190 1.076
181 C 1.17355 5.52684 4.57400  N179 1.403, H191 1.112, H192 1.089, H193 1.130
182 N -0.88053 3.94285 6.00741  P178 1.650, C183 1.498, C184 1.456
183 C -0.60585 4.92932 7.10132  N182 1.498, H194 1.133, H195 1.105, H196 1.168
184 C -2.20281 3.35317 6.15877  N182 1.456, H197 1.081, H198 1.111, H199 1.090
185 N -0.12603 2.22121 4.19106  P178 1.679, C186 1.452, C187 1.461
186 C -0.23989 2.92526 2.92628  N185 1.452, H200 1.062, H201 1.081, H202 1.141
187 C 0.01932 0.78015 4.00097  N185 1.461, H203 1.108, H204 1.102, H205 1.097
188 H 3.75580 4.46289 4.96027  C180 1.112
189 H 2.90214 3.15495 5.88252  C180 1.075
190 H 3.10066 4.75106 6.50786  C180 1.076
191 H 0.07448 5.40731 4.45397  C181 1.112
192 H 1.51247 5.74151 3.56181  C181 1.089
193 H 1.33127 6.44278 5.21725  C181 1.130
194 H -0.39542 6.00355 6.81013  C183 1.133
195 H -1.47768 5.03437 7.77240  C183 1.105
196 H 0.21044 4.49295 7.81388  C183 1.168
197 H -2.98227 4.08978 6.01923  C184 1.081
198 H -2.34652 2.53619 5.41917  C184 1.111
199 H -2.41534 2.94058 7.14470  C184 1.090
200 H -0.99549 2.45355 2.34849  C186 1.062
201 H -0.60329 3.93876 3.01713  C186 1.081
202 H 0.72295 3.05426 2.32846  C186 1.141
203 H 0.84628 0.61805 3.28114  C187 1.108
204 H -0.92729 0.38316 3.59956  C187 1.102
205 H 0.24255 0.22471 4.92021  C187 1.097
206 C 5.62265 -2.24676 -0.03572  O207 1.417, H208 1.083, H209 1.097, H210 1.086
207 O 6.21643 -3.05330 -1.03757  C206 1.417, H211 0.968
208 H 5.20355 -1.35123 -0.47808  C206 1.083
209 H 4.84401 -2.79917 0.50427  C206 1.097
210 H 6.38082 -1.86298 0.64046  C206 1.086
211 H 5.77630 -3.02128 -1.89951  O207 0.968
212 C 4.51388 0.09969 3.46345  O213 1.421, H214 1.094, H215 1.078, H216 1.081
213 O 4.57255 -0.62148 2.24077  C212 1.421, H217 0.940
214 H 3.46656 0.07093 3.77844  C212 1.094
215 H 5.16000 -0.45688 4.12243  C212 1.078
216 H 4.94080 1.09270 3.49850  C212 1.081
217 H 4.21133 -0.06068 1.57903  O213 0.940
218 C 0.31432 4.42328 -4.40595  O219 1.474, H220 1.105, H221 1.119, H222 1.081
219 O 1.57416 3.70357 -4.14739  C218 1.474, H223 0.937
220 H 0.45330 5.06752 -5.29296  C218 1.105
221 H -0.49330 3.70102 -4.68563  C218 1.119
222 H 0.12461 4.97952 -3.49887  C218 1.081
223 H 1.42944 2.83699 -4.47306  O219 0.937